# 1
The following is a DFT calculation (ωB97M-V/def2-TZVPD) of a cluster of 10 separate species, C25H49Cl18NO2 in total.

Positions of all 95 atoms, in Å:
C1 1.37 -2.82 2.40
C2 1.70 -1.56 2.12
C3 2.07 -0.15 1.43
C4 2.95 -0.38 0.06
C5 4.35 -1.15 0.35
O1 0.97 0.78 1.26
C6 -0.30 0.16 0.98
C7 -0.35 -0.73 -0.40
N1 -1.80 -1.14 -0.60
O2 -2.11 -2.20 0.23
H1 1.16 -3.95 2.55
H2 2.82 0.37 2.15
H3 3.25 0.69 -0.30
H4 2.38 -0.94 -0.77
H5 4.65 -1.67 -0.65
H6 4.23 -2.01 1.12
H7 5.21 -0.45 0.64
H8 -1.05 1.04 0.78
H9 -0.77 -0.41 1.88
H10 0.09 -0.19 -1.32
H11 0.22 -1.73 -0.22
H12 -1.91 -1.47 -1.58
H13 -2.19 -1.91 1.16
Cl1 1.14 1.07 -3.17
C8 2.05 0.09 -4.34
C9 1.63 -1.37 -4.31
Cl2 2.11 -2.16 -2.79
H14 3.12 0.21 -4.13
H15 1.85 0.51 -5.33
H16 2.12 -1.91 -5.12
H17 0.55 -1.48 -4.42
Cl3 6.81 -4.42 -1.03
C10 5.85 -4.23 -2.52
C11 6.51 -3.31 -3.52
Cl4 6.54 -1.61 -2.96
H18 4.86 -3.87 -2.23
H19 5.73 -5.23 -2.95
H20 5.95 -3.32 -4.46
H21 7.54 -3.61 -3.73
Cl5 1.65 -6.79 2.65
C12 3.07 -6.40 3.65
C13 4.15 -5.69 2.85
Cl6 4.91 -6.77 1.64
H22 3.44 -7.33 4.09
H23 2.72 -5.75 4.46
H24 4.95 -5.35 3.51
H25 3.75 -4.82 2.32
Cl7 -3.87 2.81 -2.73
C14 -2.77 4.18 -2.44
C15 -1.32 3.74 -2.37
Cl8 -0.98 2.77 -0.91
H26 -3.09 4.68 -1.52
H27 -2.91 4.87 -3.27
H28 -0.67 4.62 -2.32
H29 -1.04 3.15 -3.24
Cl9 0.02 -4.56 5.47
C16 -0.90 -3.19 6.15
C17 -2.07 -2.79 5.27
Cl10 -1.55 -2.07 3.73
H30 -0.20 -2.35 6.29
H31 -1.26 -3.51 7.13
H32 -2.68 -2.04 5.78
H33 -2.71 -3.65 5.04
Cl11 1.25 -4.51 -0.09
C18 0.09 -5.04 -1.33
C19 -1.22 -5.51 -0.73
Cl12 -1.04 -7.03 0.18
H34 0.56 -5.83 -1.92
H35 -0.09 -4.18 -1.98
H36 -1.95 -5.70 -1.52
H37 -1.65 -4.76 -0.06
Cl13 -1.65 5.37 1.83
C20 -1.06 3.96 2.75
C21 -2.20 3.15 3.33
Cl14 -3.06 4.02 4.63
H38 -0.39 4.33 3.52
H39 -0.48 3.35 2.05
H40 -1.80 2.23 3.77
H41 -2.93 2.87 2.57
Cl15 -2.90 4.93 -5.65
C22 -4.62 4.54 -5.90
C23 -5.47 5.78 -6.10
Cl16 -5.60 6.75 -4.61
H42 -4.96 3.95 -5.05
H43 -4.67 3.91 -6.79
H44 -6.48 5.49 -6.38
H45 -5.07 6.42 -6.89
Cl17 -5.97 9.72 3.78
C24 -5.04 8.76 2.60
C25 -3.60 8.57 3.03
Cl18 -2.68 10.10 2.96
H46 -5.12 9.25 1.63
H47 -5.54 7.79 2.53
H48 -3.10 7.87 2.35
H49 -3.52 8.18 4.04

Summary:
LUMO level in eV: 0.1607
HOMO level in Eh: -0.314
HOMO-LUMO gap in eV: 8.7
E_tot in Ha: -9470.4617
SMILES: C#C[C@@H](CC)OCCNO.ClCCCl.ClCCCl.ClCCCl.ClCCCl.ClCCCl.ClCCCl.ClCCCl.ClCCCl.ClCCCl



# 2
The following is a DFT calculation (ωB97M-V/def2-TZVPD) of a structure of composition C5H8O2.

Positions of all 15 atoms, in Å:
O1 2.28 0.10 -0.41
C1 1.24 0.34 0.50
C2 0.09 1.28 0.00
C3 -0.87 0.06 -0.10
O2 -2.16 0.02 0.42
C4 0.06 -1.49 -0.72
C5 0.20 -0.81 0.58
H1 1.89 -0.54 -1.05
H2 1.68 0.66 1.45
H3 -0.27 1.94 0.80
H4 0.27 1.85 -0.91
H5 -2.77 0.40 -0.24
H6 -0.77 -2.21 -0.63
H7 -0.80 -0.31 -1.21
H8 -0.07 -1.29 1.52

Summary:
Energy above the lowest of the compared OMol25 structures with the same formula, charge and spin in eV: 4.979
LUMO level in eV: 0.4974
HOMO level in Eh: -0.324
HOMO-LUMO gap in eV: 9.3
E_tot in Ha: -345.6220



# 3
The following is a DFT calculation (ωB97M-V/def2-TZVPD) of an isolated molecule of C5H7B.

Positions of all 13 atoms, in Å:
C1 2.49 0.93 0.01
B1 1.72 -0.24 0.04
C2 0.72 -1.41 -0.01
C3 -0.59 -1.11 -0.04
C4 -1.16 0.13 0.39
C5 -2.24 0.74 -0.11
H1 2.02 1.79 -0.63
H2 3.55 1.13 0.01
H3 0.89 -2.44 -0.11
H4 -1.26 -1.89 -0.18
H5 -0.50 0.59 1.03
H6 -2.83 0.17 -0.81
H7 -2.80 1.60 0.41

Summary:
Energy above the lowest of the compared OMol25 structures with the same formula, charge and spin in eV: 1.966
LUMO level in eV: 0.0993
HOMO level in Eh: -0.303
HOMO-LUMO gap in eV: 8.4
E_tot in Ha: -219.4339
SMILES: C=B/C=C\C=C



# 4
The following is a DFT calculation (ωB97M-V/def2-TZVPD) of a cluster of 2 separate species, C2H4NO2 in total.

Positions of all 9 atoms, in Å:
C1 0.08 -1.00 0.54
C2 0.11 0.15 -0.47
N1 -0.50 0.41 0.69
O1 -0.39 1.16 1.75
O2 -0.51 0.31 -1.71
H1 -0.76 -1.78 0.57
H2 1.08 -1.37 0.89
H3 1.84 0.95 -0.46
H4 -0.94 1.17 -1.80

Summary:
Energy above the lowest of the compared OMol25 structures with the same formula, charge and spin in eV: 7.739
LUMO level (alpha / beta) in eV: 4.1413 / 4.1413
HOMO level (alpha / beta) in Eh: -0.078 / -0.079
HOMO-LUMO gap (alpha / beta) in eV: 6.3 / 6.3
Total charge: -1
E_tot in Ha: -283.6266



# 5
The following is a DFT calculation (ωB97M-V/def2-TZVPD) of a structure of composition C33H32F15GeN4S2Sn.

Positions of all 88 atoms, in Å:
Sn1 -0.41 -1.47 0.43
C1 0.57 -1.34 3.31
C2 0.39 -1.21 4.84
N1 -0.88 -0.55 5.15
C3 -1.99 -1.40 4.70
C4 -1.81 -1.78 3.20
N2 -0.70 -0.95 2.64
C5 -1.00 0.49 2.91
C6 -0.93 0.72 4.44
H1 0.81 -2.37 3.02
H2 1.36 -0.70 2.93
H3 1.20 -0.62 5.27
H4 0.40 -2.19 5.32
H5 -2.92 -0.86 4.85
H6 -2.02 -2.30 5.32
H7 -2.71 -1.60 2.62
H8 -1.53 -2.83 3.09
H9 -1.99 0.69 2.52
H10 -0.29 1.10 2.36
H11 -1.80 1.29 4.78
H12 -0.04 1.29 4.70
F1 5.96 -0.12 0.79
C7 5.35 0.66 1.70
C8 3.97 0.79 1.69
C9 3.43 1.55 2.70
F2 2.10 1.73 2.81
C10 4.19 2.17 3.67
F3 3.63 2.89 4.63
C11 5.57 2.03 3.63
F4 6.32 2.63 4.54
C12 6.15 1.27 2.64
F5 7.47 1.13 2.61
Ge1 2.98 -0.13 0.28
S1 0.93 0.53 -0.06
C13 3.00 -2.05 0.63
C14 2.59 -2.90 -0.39
F6 2.04 -2.40 -1.50
C15 2.74 -4.27 -0.32
F7 2.34 -5.05 -1.32
C16 3.30 -4.83 0.81
F8 3.44 -6.14 0.89
C17 3.69 -4.02 1.86
F9 4.20 -4.57 2.96
C18 3.53 -2.65 1.76
F10 3.90 -1.93 2.83
C19 3.96 0.32 -1.34
C20 3.97 1.66 -1.71
F11 3.32 2.57 -0.98
C21 4.65 2.12 -2.82
F12 4.62 3.40 -3.17
C22 5.37 1.22 -3.59
F13 6.04 1.64 -4.66
C23 5.41 -0.12 -3.23
F14 6.11 -0.97 -3.97
C24 4.71 -0.54 -2.12
F15 4.81 -1.85 -1.82
C25 -5.81 -2.04 -3.11
C26 -5.34 -1.61 -4.50
C27 -4.37 -0.43 -4.50
C28 -2.98 -0.76 -3.94
N3 -2.90 -0.74 -2.47
C29 -2.73 0.26 -1.61
S2 -2.62 -0.15 0.09
N4 -2.65 1.55 -1.89
C30 -2.98 2.35 -3.10
C31 -4.30 3.08 -2.95
C32 -4.27 4.32 -2.05
C33 -4.21 4.03 -0.54
H13 -6.59 -2.80 -3.18
H14 -6.23 -1.19 -2.56
H15 -5.01 -2.46 -2.50
H16 -6.20 -1.34 -5.11
H17 -4.87 -2.46 -5.00
H18 -4.81 0.40 -3.94
H19 -4.23 -0.08 -5.53
H20 -2.21 -0.10 -4.33
H21 -2.70 -1.77 -4.23
H22 -3.01 -1.63 -2.01
H23 -2.48 2.10 -1.06
H24 -2.99 1.71 -3.96
H25 -2.16 3.06 -3.23
H26 -5.06 2.38 -2.58
H27 -4.61 3.38 -3.95
H28 -5.16 4.91 -2.26
H29 -3.42 4.95 -2.33
H30 -4.93 3.25 -0.26
H31 -4.46 4.93 0.03
H32 -3.22 3.72 -0.20

Summary:
Energy above the lowest of the compared OMol25 structures with the same formula, charge and spin in eV: 0.000
LUMO level in eV: -2.6459
HOMO level in Eh: -0.415
HOMO-LUMO gap in eV: 8.6
Total charge: +1
E_tot in Ha: -6081.0995



# 6
The following is a DFT calculation (ωB97M-V/def2-TZVPD) of a cluster of 2 separate species, C3H3F3S in total.

Positions of all 10 atoms, in Å:
C1 0.15 0.67 0.20
C2 -1.23 0.22 0.03
C3 1.18 -0.40 0.34
F1 0.87 -1.52 0.92
F2 2.43 -0.06 0.40
F3 1.02 -1.10 -1.51
S1 0.63 2.21 -0.15
H1 -1.31 -0.09 -0.94
H2 -1.50 -0.74 0.52
H3 -2.22 0.82 0.18

Summary:
Energy above the lowest of the compared OMol25 structures with the same formula, charge and spin in eV: 2.518
LUMO level in eV: -2.2416
HOMO level in Eh: -0.365
HOMO-LUMO gap in eV: 7.7
E_tot in Ha: -813.7868